C6H12Cl3N2O2 | wB97M-V/def2-TZVPD

Geometry as XYZ:
```
25
Properties=species:S:1:pos:R:3:lowdin_charge:R:1
N 1.8161 1.1981 2.0443 0.06
C 0.8374 1.1514 1.0187 -0.50
C 0.9750 -0.1726 0.2322 -0.12
C -0.2717 -0.9090 -0.2883 -0.15
C -0.8714 -0.3987 -1.6017 -0.17
N -2.0447 0.4884 -1.3661 0.12
C -0.5586 1.2772 1.6670 -0.51
O -1.5604 1.4871 1.0154 0.06
O -0.5945 1.0827 2.9506 0.19
C 0.9932 2.5021 -0.0107 -1.43
Cl 0.7743 3.9336 1.0491 0.66
Cl -0.0897 2.6602 -1.3701 0.72
Cl 2.6706 2.4692 -0.6271 0.64
H 1.9123 2.1206 2.4621 0.08
H 2.7286 0.8926 1.7284 0.10
H 1.6680 -0.0077 -0.5931 0.10
H 1.4627 -0.8595 0.9265 0.13
H 0.0521 -1.9359 -0.4600 0.13
H -1.0442 -0.9520 0.4785 0.12
H -1.1960 -1.2395 -2.2153 0.13
H -0.1217 0.1622 -2.1569 0.10
H -1.8601 1.0613 -0.4818 0.07
H -2.8984 -0.0545 -1.2177 0.17
H -2.1853 1.1327 -2.1487 0.14
H 0.2960 0.9075 3.3208 0.14
```

## Properties
energy relative to the best compared isomer or geometry (same formula, charge and spin) = 0.0 kcal per mole
lowest unoccupied orbital energy = -2.95 eV
max |F| = 2.14 eV/Å
spin multiplicity = 1
total charge = +1

C25H75N3O16 | wB97M-V/def2-TZVPD

Geometry as XYZ:
```
119
Properties=species:S:1:pos:R:3:lowdin_charge:R:1
C -1.3193 6.6214 -2.1856 -0.12
O -1.8454 5.6166 -2.9969 -0.19
C -1.6042 4.3096 -2.4990 -0.20
C -1.7734 3.2681 -3.5743 -0.42
C -1.5444 1.8408 -3.0550 -0.06
N -0.8831 3.5085 -4.7384 0.04
H -1.8310 7.5823 -2.2758 0.09
H -0.2516 6.6765 -2.4228 0.10
H -1.4734 6.4745 -1.1050 0.08
H -0.5868 4.2703 -2.0911 0.14
H -2.3483 4.1175 -1.7213 0.10
H -2.8097 3.3104 -3.9336 0.14
H -1.9509 1.8813 -2.0355 0.07
H -0.4817 1.6372 -2.9801 0.05
H -2.1242 1.0875 -3.5811 0.09
H -0.7909 4.5265 -4.7415 0.06
H -1.3544 3.3344 -5.6190 0.07
C 6.0998 -2.5269 0.7184 -0.13
O 5.2167 -1.5045 0.3408 -0.21
C 4.3874 -1.0933 1.4314 -0.19
C 4.9245 0.2419 1.9732 -0.40
C 4.3791 0.4721 3.3701 -0.07
N 4.4838 1.3673 1.1103 0.05
H 6.6727 -2.8488 -0.1540 0.10
H 5.5627 -3.4230 1.0489 0.08
H 6.8337 -2.2026 1.4646 0.09
H 3.4117 -0.8490 0.9953 0.10
H 4.2329 -1.8633 2.1868 0.13
H 6.0094 0.1890 1.8896 0.14
H 4.6809 1.4568 3.7387 0.07
H 4.8363 -0.2154 4.0904 0.08
H 3.2937 0.4258 3.4545 0.08
H 4.6764 2.2066 1.6452 0.08
H 3.4790 1.4078 0.9634 0.07
C -1.7792 1.0827 2.3053 -0.10
O -1.3276 1.0158 0.9640 -0.18
C -0.2290 0.1306 0.8802 -0.21
C 0.0613 -0.3329 -0.5623 -0.41
C -1.2152 -0.9968 -1.0898 -0.05
N 1.2177 -1.2097 -0.6697 0.07
H -2.5295 1.8730 2.3529 0.07
H -0.9622 1.2700 3.0038 0.09
H -2.3477 0.2021 2.6279 0.08
H 0.6477 0.5703 1.3723 0.12
H -0.5049 -0.7829 1.4295 0.12
H 0.2810 0.5987 -1.0928 0.12
H -1.5172 -1.8678 -0.5057 0.05
H -1.0219 -1.4576 -2.0661 0.07
H -2.0660 -0.3276 -1.2018 0.07
H 0.9975 -1.6134 -1.5835 0.07
H 1.0429 -2.0370 -0.0935 0.08
O -3.7275 -2.0030 4.7263 -0.09
C -5.0973 -2.2139 4.3376 -0.22
C -5.6480 -0.8794 3.8668 -0.26
O -5.7068 0.0138 4.9438 -0.04
H -3.3195 -2.8623 4.8443 0.08
H -4.9803 -2.9754 3.5590 0.09
H -5.6607 -2.6758 5.1532 0.12
H -6.6008 -0.9116 3.3340 0.12
H -5.0163 -0.5202 3.0419 0.10
H -4.8379 0.3842 5.1176 0.09
O -3.3656 4.7562 3.6090 -0.06
C -1.9681 4.6533 3.3980 -0.26
C -1.2821 4.5131 4.7396 -0.25
O -1.6316 3.3145 5.4049 -0.06
H -3.8107 4.7373 2.7413 0.03
H -1.7157 3.7732 2.7969 0.09
H -1.5873 5.5026 2.8197 0.12
H -1.4530 5.3961 5.3639 0.12
H -0.2029 4.4613 4.5713 0.12
H -2.5868 3.2253 5.2816 0.08
O 3.7213 -0.8415 -2.4075 -0.11
C 4.3401 0.1024 -3.2714 -0.21
C 5.7513 0.5109 -2.7790 -0.23
O 5.5732 1.4803 -1.7546 -0.09
H 3.4173 -0.4139 -1.5952 0.06
H 4.4267 -0.4413 -4.2145 0.12
H 3.7260 1.0032 -3.2764 0.12
H 6.2729 0.9677 -3.6229 0.11
H 6.3960 -0.2793 -2.3860 0.12
H 5.1945 1.0401 -0.9786 0.03
O -0.7956 -4.0285 0.0876 -0.09
C -1.1349 -5.2114 -0.6439 -0.23
C -1.0077 -5.1294 -2.1801 -0.20
O 0.3599 -4.8447 -2.4764 -0.07
H -1.0534 -4.2606 0.9844 0.09
H -0.4760 -6.0207 -0.3076 0.12
H -2.1385 -5.5427 -0.3488 0.11
H -1.6856 -4.4034 -2.6382 0.12
H -1.3025 -6.1017 -2.5772 0.12
H 0.6615 -4.3626 -1.6968 0.04
O 2.8178 -6.3446 -1.4765 -0.06
C 2.8922 -5.3449 -0.4592 -0.24
C 3.7126 -4.1781 -0.9203 -0.25
O 3.0810 -3.4679 -1.9680 -0.07
H 2.2153 -5.9664 -2.1335 0.06
H 1.8943 -5.1237 -0.0695 0.10
H 3.4702 -5.7864 0.3589 0.12
H 4.7000 -4.4854 -1.2793 0.13
H 3.8429 -3.4942 -0.0711 0.09
H 3.2954 -2.5215 -1.9383 0.03
C -3.9905 4.6329 0.2762 -0.13
O -4.9302 4.6000 1.3622 -0.12
H -4.5004 4.6708 -0.6850 0.09
H -3.4036 5.5467 0.3944 0.08
H -3.2713 3.8114 0.3091 0.07
H -5.7607 4.2972 0.9886 0.09
C 0.8066 -0.1639 -4.8012 -0.11
O 0.0778 -1.3932 -4.5572 -0.15
H 0.2006 0.4313 -5.4801 0.08
H 0.8056 0.2737 -3.8013 0.05
H 1.7823 -0.4926 -5.1538 0.08
H 0.6806 -2.1341 -4.4715 0.06
C -4.5361 -2.5633 0.7616 -0.14
O -5.2502 -3.7521 1.1367 -0.14
H -4.0410 -2.7239 -0.2006 0.07
H -5.2622 -1.7587 0.7191 0.08
H -3.7308 -2.4659 1.4954 0.07
H -4.6015 -4.4369 1.3147 0.06
```

## Properties
energy relative to the best compared isomer or geometry (same formula, charge and spin) = 17.2 kcal per mole
lowest unoccupied orbital energy = -0.24 eV
max |F| = 2.22 eV/Å
spin multiplicity = 1
total charge = 0

C4H3NOS | wB97M-V/def2-TZVPD

Geometry as XYZ:
```
10
Properties=species:S:1:pos:R:3:lowdin_charge:R:1
S 2.2204 -0.0059 0.0010 0.72
C 0.6075 0.0744 -0.0052 -0.88
N -0.1305 1.2433 0.0017 0.07
C -1.4303 1.1897 -0.0054 -0.11
C -2.1815 -0.0273 0.0008 -0.04
C -1.4443 -1.1541 -0.0025 -0.09
O -0.1071 -1.1299 0.0026 -0.03
H -1.9511 2.1340 0.0116 0.11
H -3.2689 -0.0466 0.0169 0.11
H -1.8440 -2.1520 -0.0040 0.13
```

## Properties
energy relative to the best compared isomer or geometry (same formula, charge and spin) = 4.6 kcal per mole
lowest unoccupied orbital energy = -0.58 eV
max |F| = 0.72 eV/Å
spin multiplicity = 1
total charge = 0

C18H32Cl2IrO2Sb2Se2 | wB97M-V/def2-TZVPD

Geometry as XYZ:
```
59
Properties=species:S:1:pos:R:3:lowdin_spin:R:1
Ir -0.2036 -0.1019 -0.2096 0.05
Cl 0.5462 0.1954 2.8497 -0.03
C 2.1028 -0.4274 2.3054 -0.01
Cl 2.2943 -0.1265 0.5272 0.00
H 2.1226 -1.5009 2.4521 0.00
H 2.9063 0.0808 2.8258 0.00
C -0.7726 -1.1320 -4.3509 0.00
Sb 0.2464 -0.2520 -2.7385 -0.02
C 2.0143 -1.4219 -2.8133 -0.01
C 0.9694 1.5379 -3.5869 -0.01
C -0.1558 2.5515 -3.6605 0.00
C -1.0873 2.4173 -4.6903 0.00
C -2.1733 3.2705 -4.7982 0.00
C -2.3457 4.2752 -3.8580 0.00
C -1.4159 4.4232 -2.8412 0.00
C -0.3121 3.5783 -2.7390 0.00
C 0.6748 3.8086 -1.6280 0.00
Sb 0.2514 2.5272 -0.0033 -0.01
C 1.5648 3.2862 1.4591 0.00
C -1.5504 3.4400 0.6159 0.00
H -1.6974 -0.6120 -4.5822 0.00
H -0.9768 -2.1796 -4.1432 0.00
H -0.0477 -1.0328 -5.1575 0.00
H 2.4805 -1.2991 -3.7911 0.00
H 1.7635 -2.4717 -2.6654 0.00
H 2.7151 -1.1189 -2.0417 0.00
H 1.3136 1.2773 -4.5892 0.00
H 1.8365 1.8284 -2.9967 0.00
H -0.9407 1.6487 -5.4414 0.00
H -2.8711 3.1579 -5.6166 0.00
H -3.1854 4.9530 -3.9259 0.00
H -1.5341 5.2257 -2.1226 0.00
H 0.5688 4.8087 -1.2080 0.00
H 1.7154 3.6770 -1.9217 0.00
H 1.4022 4.3630 1.4365 0.00
H 2.6030 3.0629 1.2228 0.00
H 1.3134 2.8979 2.4413 0.00
H -1.3921 4.5062 0.7722 0.00
H -1.8876 2.9933 1.5507 0.00
H -2.3112 3.2900 -0.1484 0.00
O -2.2044 -2.1204 2.2756 0.05
C -3.1579 -2.9642 1.6427 0.00
C -3.0700 -2.8585 0.1223 0.02
C -4.1447 -3.8253 -0.4037 0.00
O -4.1891 -3.6867 -1.8116 0.00
C -3.3957 -1.4633 -0.4265 0.03
Se -2.4407 0.1078 0.2027 0.40
C -1.7259 -3.3151 -0.4730 0.04
Se -0.1345 -2.3974 0.1496 0.47
H -2.2972 -2.2123 3.2321 0.00
H -4.1687 -2.6853 1.9551 0.00
H -2.9872 -4.0058 1.9340 0.00
H -5.1089 -3.5817 0.0548 0.00
H -3.8768 -4.8469 -0.1149 0.00
H -4.8212 -4.3116 -2.1811 0.00
H -4.4451 -1.2164 -0.2504 0.00
H -3.2463 -1.4505 -1.5051 0.01
H -1.7413 -3.1551 -1.5498 0.01
H -1.5619 -4.3782 -0.2934 0.00
```

## Properties
energy relative to the best compared isomer or geometry (same formula, charge and spin) = 0.0 kcal per mole
lowest unoccupied orbital energy (spin up / spin down) = -7.32 / -8.12 eV
max |F| = 1.21 eV/Å
spin multiplicity = 2
total charge = +2

Cl2H2N2 | wB97M-V/def2-TZVPD

Geometry as XYZ:
```
6
Properties=species:S:1:pos:R:3:lowdin_charge:R:1
N 1.7120 0.5461 -0.4397 -0.51
N -2.0762 1.1071 0.7749 -0.42
Cl 2.3797 1.9029 0.2330 0.47
Cl -1.0234 1.6700 -0.3534 0.54
H 1.8576 0.6459 -1.4776 -0.02
H -1.6579 0.4221 1.3426 -0.06
```

## Properties
energy relative to the best compared isomer or geometry (same formula, charge and spin) = 53.9 kcal per mole
lowest unoccupied orbital energy (spin up / spin down) = -0.95 / -1.04 eV
max |F| = 2.48 eV/Å
spin multiplicity = 1
total charge = 0

C5H8F3N2O | wB97M-V/def2-TZVPD

Geometry as XYZ:
```
19
Properties=species:S:1:pos:R:3:lowdin_charge:R:1
C -1.0896 -2.0109 -0.0824 0.02
N -0.7389 -0.6277 0.0234 -0.06
C -1.7536 0.3873 -0.2197 -0.06
C -1.0725 1.7266 0.1099 -0.03
N 0.3456 1.2706 0.1900 0.13
C 0.3909 -0.0218 0.1317 -0.23
O 1.6289 -0.7758 0.3634 0.19
C 2.8019 -0.1955 -0.0217 -0.80
F 3.7203 -1.0190 0.1544 0.31
F 3.0512 0.8420 0.7430 0.20
F 2.7251 0.2680 -1.2813 0.19
H -1.8657 -2.1818 0.7636 0.14
H -1.7017 -2.1303 -1.0458 0.14
H -0.2254 -2.6857 0.0663 0.12
H -2.5545 0.0936 0.3731 0.12
H -2.1718 0.4168 -1.2052 0.14
H -1.0409 2.3353 -0.7811 0.13
H -1.3569 2.2679 0.9691 0.12
H 0.9077 2.0402 0.7492 0.25
```

## Properties
energy relative to the best compared isomer or geometry (same formula, charge and spin) = 6.6 kcal per mole
lowest unoccupied orbital energy = -3.41 eV
max |F| = 5.68 eV/Å
spin multiplicity = 1
total charge = +1

Energy across the listed records, respectively: -1876.18156, -2365.37374, -682.36330, -7163.04701, -1030.90242, -679.40329 a.u..